The following is a quantum chemistry calculation of a molecular structure, C4H5NO2S at a distorted geometry, from the OMol25 dataset.

Geometry (Å):
C1 0.19 -0.40 -0.15
C2 -1.31 1.43 -1.69
C3 1.54 -0.60 0.43
C4 1.68 -0.66 1.77
H1 -2.24 0.18 0.16
H2 -1.42 1.97 -2.72
H3 2.38 -0.72 -0.48
H4 2.68 -0.60 2.24
H5 0.79 -0.62 2.61
N1 -0.77 -1.09 0.34
O1 -1.92 -0.93 -0.26
O2 -1.91 1.52 -0.61
S1 0.29 0.54 -1.64

Calculated values
energy relative to the best compared isomer or geometry (same formula, charge and spin): 601.1 kJ/mol
Kohn-Sham gap: 8.934 eV
spin multiplicity: 1
electronic energy: -758.651156 Eh

=====

The following is a quantum chemistry calculation of a gas-phase ion, C5H14N2 (charge -1) at a distorted geometry, from the OMol25 dataset.

Geometry (Å):
C1 0.39 -0.16 -2.16
N1 -0.78 0.11 -1.29
C2 -0.58 -2.31 0.21
C3 0.02 -1.01 0.78
C4 -0.47 0.29 0.15
C5 0.48 1.43 0.41
N2 0.64 1.71 1.82
H1 1.20 0.55 -1.99
H2 0.73 -1.18 -2.08
H3 0.08 0.08 -3.18
H4 -1.14 1.00 -1.61
H5 0.16 -3.10 0.35
H6 -1.46 -2.64 0.77
H7 -0.83 -2.19 -0.84
H8 1.10 -1.06 0.71
H9 -0.22 -1.04 1.86
H10 -1.46 0.48 0.57
H11 0.19 2.33 -0.14
H12 1.45 1.16 -0.04
H13 1.43 2.27 2.09
H14 0.21 1.10 2.48

Calculated values
energy relative to the best compared isomer or geometry (same formula, charge and spin): 84.6 kJ/mol
Kohn-Sham gap (alpha / beta): 2.639 / 9.064 eV
total charge: -1
spin multiplicity: 2
electronic energy: -308.330819 Eh

=====

The following is a quantum chemistry calculation of 6 unconnected molecules or ions with the total composition H12O6 at a distorted geometry, from the OMol25 dataset.

Geometry (Å):
O1 -0.87 -1.38 -2.26
H1 -1.36 -0.57 -2.65
H2 -0.89 -1.41 -1.29
O2 1.70 -1.69 -0.88
H3 1.34 -1.81 -1.79
H4 0.97 -1.06 -0.77
O3 -2.29 -1.44 0.59
H5 -2.00 -1.36 1.52
H6 -2.00 -2.28 0.47
O4 1.97 0.74 2.45
H7 1.76 0.46 1.51
H8 1.38 1.52 2.57
O5 0.06 0.17 0.23
H9 -0.04 1.09 0.11
H10 -0.63 -0.40 0.22
O6 0.04 2.90 0.22
H11 0.01 3.82 0.16
H12 0.84 2.70 -0.41

Calculated values
energy relative to the best compared isomer or geometry (same formula, charge and spin): 246.7 kJ/mol
Kohn-Sham gap: 10.868 eV
spin multiplicity: 1
electronic energy: -458.578499 Eh